{"formula": "C4H10N2O2", "method": "ωB97M-V/def2-TZVPD", "elements": ["C", "C", "C", "C", "H", "H", "H", "H", "H", "H", "H", "H", "H", "H", "N", "N", "O", "O"], "coordinates": [[-1.516, -0.191, 1.062], [-0.554, -1.047, -1.242], [1.051, -0.908, 0.353], [1.789, 0.569, -0.251], [-2.418, 0.369, 1.146], [-0.810, 0.308, 1.651], [-1.840, -1.462, 1.203], [-0.622, 1.554, -0.968], [-0.824, -1.224, -2.420], [0.511, -0.462, 1.260], [1.800, -1.474, 0.869], [2.027, 0.671, -1.443], [2.626, 0.994, 0.397], [0.315, 1.367, 0.813], [-1.370, -0.196, -0.476], [0.497, -1.637, -0.762], [-1.514, 1.257, -0.892], [0.852, 1.511, -0.301]], "forces_ev_per_angstrom": [[-3.34, -4.81, -4.01], [0.52, -0.13, -1.57], [2.69, 2.74, 0.27], [1.96, -2.37, -1.83], [-0.92, 0.18, 0.29], [1.11, 0.11, 1.00], [1.52, 4.04, 0.46], [1.52, 0.20, -0.12], [0.24, 0.46, 3.26], [0.55, -1.05, -1.77], [0.75, -0.60, -0.24], [0.58, -1.64, 2.74], [-0.47, -1.39, -0.70], [2.17, 1.42, -5.01], [-0.29, 2.76, 1.15], [-1.57, 1.35, -0.14], [-2.40, -3.20, -0.15], [-4.63, 1.92, 6.39]], "energy_ha": -418.11820, "e_homo_ev": -9.07, "e_above_lowest_ev": 9.3272, "gap_ev": 9.3, "spin_multiplicity": 1}